[1]
Computed, not measured: 3 unconnected molecules or ions with the total composition C31H35BBrN4O7P, with wB97M-V/def2-TZVPD.

```
80
C31H35BBrN4O7P (wB97M-V/def2-TZVPD)
C 4.32 -0.05 1.36
C 4.42 -0.70 -0.08
C 4.59 -2.28 -0.04
C 3.46 -3.02 0.78
C 2.36 -3.66 -0.20
C 1.10 -2.75 -0.38
C 1.09 -1.89 -1.63
O 2.13 -1.88 -2.55
C -0.05 -1.04 -1.86
P -0.07 -0.01 -3.45
O 0.25 -1.08 -4.72
Br 1.73 1.38 -3.14
C -1.22 -0.94 -0.91
N -2.22 -0.04 -1.26
C -3.16 -0.05 -0.30
O -4.24 0.84 -0.48
C -3.82 2.18 -0.44
O -4.60 3.00 -0.85
C -2.45 2.68 0.11
C -1.38 2.88 -0.89
C -0.05 3.32 -0.47
C 0.27 3.57 0.95
C -0.80 3.36 1.94
C -2.14 2.92 1.52
C -3.20 -0.90 0.92
C -4.40 -0.76 1.92
C -4.51 0.64 2.60
O -4.47 0.78 3.80
N -2.21 -1.76 1.22
C -1.17 -1.77 0.29
C 0.00 -2.69 0.59
B 0.05 -3.59 1.93
O 0.78 -4.81 2.02
O -0.60 -3.19 3.14
C -1.74 -4.05 3.33
H 3.27 -0.18 1.73
H 5.04 -0.53 2.08
H 4.52 1.06 1.30
H 3.57 -0.38 -0.76
H 5.35 -0.31 -0.57
H 5.58 -2.54 0.44
H 4.67 -2.61 -1.11
H 3.88 -3.84 1.43
H 2.92 -2.34 1.50
H 2.12 -4.72 0.06
H 2.87 -3.72 -1.21
H 1.97 -2.63 -3.16
H -0.45 -1.75 -4.75
H -1.56 2.72 -1.98
H 0.70 3.44 -1.29
H 1.31 3.88 1.24
H -0.62 3.51 3.03
H -2.92 2.75 2.30
H -4.25 -1.55 2.71
H -5.33 -1.05 1.35
H -4.59 1.59 1.99
H 0.34 -5.52 1.52
H -2.00 -4.17 4.42
H -2.67 -3.69 2.82
H -1.56 -5.11 2.96
C -3.40 -1.20 -7.92
C -3.06 0.14 -7.59
C -3.00 0.22 -6.22
N -3.29 -1.01 -5.71
C -3.53 -1.89 -6.74
H -3.53 -1.61 -8.90
H -2.89 0.95 -8.28
H -2.78 1.05 -5.57
H -3.32 -1.24 -4.73
H -3.77 -2.92 -6.54
C 4.00 5.97 4.56
C 3.89 4.94 5.53
C 2.89 4.10 5.11
N 2.39 4.58 3.93
C 3.07 5.72 3.59
H 4.69 6.80 4.57
H 4.47 4.84 6.43
H 2.49 3.20 5.56
H 1.65 4.16 3.40
H 2.83 6.25 2.68
```

Values from the calculation:
Energy (hartree): -4888.160396
Net charge: 0
Orbital gap (eV): 6.86
SMILES: CCCCCc1c(O)c(P(O)Br)c2nc(OC(=O)c3ccccc3)c(CC=O)nc2c1B(O)OC.c1cc[nH]c1.c1cc[nH]c1

***

[2]
Computed, not measured: a molecular structure, C31H35BFGaN3O5, with wB97M-V/def2-TZVPD.

```
77
C31H35BFGaN3O5 (wB97M-V/def2-TZVPD)
Ga 0.49 -1.30 -4.00
C 1.84 -3.55 -4.87
C 2.76 -2.50 -4.83
C 2.88 -2.11 -3.47
C 2.01 -2.91 -2.74
C 1.35 -3.80 -3.60
H 1.52 -4.13 -5.72
H 3.38 -2.13 -5.64
H 3.55 -1.36 -3.12
H 1.81 -2.87 -1.67
H 0.67 -4.57 -3.28
C -0.64 1.01 5.23
C 0.69 1.58 4.75
N 1.10 1.09 3.44
C 0.56 1.68 2.34
C 0.63 1.21 1.08
C -0.11 2.02 0.06
O -0.38 3.17 0.26
O -0.58 1.35 -1.01
C 1.40 -0.02 0.75
O 1.64 -0.45 -0.34
C 1.89 -0.72 1.98
C 2.63 -1.91 1.85
C 3.07 -2.58 2.96
F 3.80 -3.74 2.86
C 2.76 -2.13 4.21
C 2.11 -0.92 4.39
C 1.70 -0.18 3.28
N 3.00 -2.92 5.34
C 2.54 -4.30 5.27
C 2.14 -4.67 6.70
N 3.36 -4.53 7.55
C 4.08 -3.20 7.46
C 4.27 -2.85 6.00
H -0.98 1.57 6.08
H -0.49 -0.04 5.45
H -1.43 1.09 4.46
H 1.52 1.43 5.44
H 0.59 2.69 4.68
H 0.02 2.61 2.52
H 2.94 -2.17 0.84
H 1.89 -0.66 5.40
H 3.24 -5.06 4.86
H 1.65 -4.31 4.64
H 1.85 -5.71 6.73
H 1.38 -4.01 7.07
H 4.00 -5.25 7.26
H 3.20 -4.78 8.52
H 5.01 -3.32 7.97
H 3.48 -2.46 7.99
H 5.07 -3.48 5.52
H 4.63 -1.85 5.87
C -4.67 4.20 -7.59
C -5.09 3.57 -6.27
C -6.26 4.40 -5.71
C -5.58 2.19 -6.52
C -3.92 3.63 -5.24
C -2.76 4.44 -5.46
C -1.68 4.36 -4.60
C -1.73 3.44 -3.59
O -0.73 3.12 -2.68
B -1.27 2.08 -1.96
O -2.56 1.80 -2.32
C -2.81 2.63 -3.41
C -3.94 2.74 -4.20
H -5.50 4.28 -8.27
H -3.89 3.55 -8.09
H -4.28 5.19 -7.40
H -7.13 4.36 -6.36
H -5.95 5.43 -5.53
H -6.54 4.02 -4.72
H -6.36 2.16 -7.29
H -5.93 1.72 -5.59
H -4.74 1.55 -6.85
H -2.66 5.05 -6.35
H -0.77 4.96 -4.69
H -4.75 2.05 -4.06
```

Values from the calculation:
Energy (hartree): -3792.135364
Net charge: +1
Orbital gap (eV): 6.00

***

[3]
Computed, not measured: a molecular structure, C31H35Cl2HgN10O8S3, with wB97M-V/def2-TZVPD.

```
90
C31H35Cl2HgN10O8S3 (wB97M-V/def2-TZVPD)
Hg 0.44 -0.28 0.29
N -1.80 1.22 1.85
N -2.55 0.51 2.79
C -2.11 -0.73 3.15
N -2.69 -1.16 4.33
S -1.06 -1.68 2.32
H -1.21 1.92 2.26
H -2.37 1.60 1.11
H -2.96 1.05 3.54
H -3.64 -0.86 4.49
H -2.54 -2.14 4.47
Cl 2.73 0.41 -1.58
C 3.06 2.06 -1.21
C 4.04 2.68 -1.98
C 4.37 4.00 -1.77
C 3.72 4.72 -0.78
C 2.75 4.09 -0.01
Cl 1.97 5.08 1.20
C 2.39 2.74 -0.16
S 1.21 2.02 0.92
H 4.53 2.10 -2.76
H 5.15 4.48 -2.37
H 3.95 5.76 -0.59
O 2.85 -3.62 1.50
C 2.26 -2.86 0.71
O 2.05 -1.61 0.99
C 1.83 -3.42 -0.64
C 2.66 -4.41 -1.12
C 2.40 -5.05 -2.32
C 1.23 -4.77 -3.03
C 0.33 -3.81 -2.57
C 0.65 -3.01 -1.38
O -0.07 -1.98 -1.07
N -0.83 -3.63 -3.34
O -1.92 -3.09 -2.84
O -0.86 -4.17 -4.53
N 3.33 -6.03 -2.80
O 3.05 -6.65 -3.82
O 4.38 -6.23 -2.19
H 3.53 -4.69 -0.54
H 0.99 -5.30 -3.93
C -3.04 -0.80 -1.00
C -2.16 0.03 -1.87
N -1.18 0.79 -1.44
C -0.61 1.38 -2.55
C -1.27 0.97 -3.67
N -2.25 0.10 -3.22
C -3.19 -0.59 -4.06
N -3.94 0.40 -4.85
N -4.25 0.15 -6.13
N -4.91 1.14 -6.61
C -5.03 2.09 -5.63
C -5.64 3.35 -5.65
C -5.57 4.10 -4.50
C -4.93 3.62 -3.34
C -4.34 2.38 -3.30
C -4.40 1.62 -4.48
H -2.80 -0.58 0.05
H -2.83 -1.86 -1.19
H -4.10 -0.59 -1.18
H 0.23 2.05 -2.46
H -1.13 1.20 -4.71
H -3.86 -1.17 -3.44
H -2.69 -1.28 -4.74
H -6.12 3.72 -6.55
H -6.02 5.09 -4.48
H -4.88 4.24 -2.46
H -3.83 2.02 -2.41
C 4.31 -2.43 5.07
C 2.81 -2.16 5.27
C 2.16 -1.49 4.06
S 2.43 0.31 3.94
O 3.74 0.66 4.59
C 1.15 0.76 5.19
C 1.44 2.14 5.75
C 1.11 3.26 4.77
H 4.74 -2.93 5.95
H 4.83 -1.49 4.91
H 4.46 -3.06 4.19
H 2.65 -1.56 6.17
H 2.30 -3.12 5.43
H 1.08 -1.59 4.04
H 2.54 -1.90 3.12
H 1.15 -0.01 5.97
H 0.19 0.72 4.65
H 2.51 2.17 6.00
H 0.89 2.27 6.68
H 1.55 3.07 3.79
H 1.48 4.22 5.12
H 0.02 3.35 4.63
```

Values from the calculation:
<S²>: 0.77
Energy (hartree): -4620.033514
2S+1: 2
Net charge: -2
Orbital gap (spin up / spin down) (eV): 3.22 / 5.71